DFT (the ωB97M-V functional and the def2-TZVPD basis) results for 12 unconnected molecules or ions with the total composition C16H56N10O12 in a non-equilibrium geometry.

```
94
Properties=species:S:1:pos:R:3
C -3.565 3.320 1.977
C -3.768 1.881 1.662
O -3.092 0.976 2.469
H -4.058 3.653 2.880
H -4.007 3.939 1.126
H -2.520 3.603 1.943
H -3.468 1.895 0.637
H -4.837 1.581 1.599
H -3.676 0.224 2.570
C -0.778 5.192 0.305
C -1.201 4.096 -0.586
O 0.013 3.309 -0.569
H -1.598 5.799 0.586
H 0.018 5.855 -0.034
H -0.643 4.737 1.292
H -1.657 4.418 -1.568
H -1.961 3.445 -0.262
H 0.530 3.769 -1.228
C -0.992 -5.866 2.219
C -0.315 -4.594 1.779
O -0.794 -3.501 2.499
H -2.051 -5.746 2.136
H -0.777 -6.173 3.245
H -0.562 -6.631 1.664
H -0.364 -4.364 0.760
H 0.759 -4.655 2.100
H -0.770 -2.773 1.905
C 2.668 -1.393 1.869
C 2.853 0.013 2.406
O 2.221 0.119 3.662
H 1.637 -1.711 1.954
H 3.373 -2.107 2.285
H 2.874 -1.362 0.758
H 2.389 0.729 1.721
H 3.862 0.302 2.495
H 2.434 0.964 4.081
C 3.292 -0.011 -4.950
O 3.419 0.882 -6.021
N 4.045 -1.031 -4.827
N 2.620 0.236 -3.860
H 4.607 -1.341 -5.657
H 3.900 -1.814 -4.182
H 2.022 1.148 -4.015
H 2.008 -0.600 -3.693
C 3.828 1.399 -1.008
O 2.546 1.535 -0.638
N 4.745 1.713 -0.215
N 4.320 0.896 -2.092
H 4.434 2.251 0.589
H 5.713 2.021 -0.518
H 3.583 0.639 -2.755
H 5.171 1.023 -2.663
C 0.723 2.935 3.842
O 2.077 2.716 3.791
N -0.159 2.219 3.256
N 0.289 3.776 4.792
H -0.050 1.476 2.548
H -1.099 2.641 3.415
H 1.089 4.222 5.288
H -0.676 3.954 5.022
C -0.348 -0.375 0.313
O -0.919 -1.601 0.580
N -0.825 0.786 0.703
N 0.678 -0.315 -0.555
H -1.595 0.716 1.410
H -0.446 1.681 0.309
H 1.067 -1.174 -0.967
H 1.249 0.586 -0.469
C -1.761 0.837 -2.928
O -2.345 1.039 -4.175
N -0.585 0.346 -2.836
N -2.478 0.963 -1.857
H -0.333 -0.216 -3.605
H -0.110 0.095 -1.940
H -3.159 1.809 -1.903
H -1.976 0.816 -0.963
C -3.640 -3.096 1.153
O -4.874 -2.961 0.466
H -3.010 -3.463 0.395
H -3.652 -3.696 2.080
H -3.300 -2.064 1.423
H -4.992 -2.074 0.100
C -2.653 -2.505 -2.437
O -2.023 -3.261 -3.438
H -3.069 -3.087 -1.677
H -3.431 -1.955 -2.978
H -1.925 -1.776 -2.025
H -2.732 -3.558 -4.058
C 1.832 -3.320 -1.623
O 2.344 -2.064 -1.964
H 2.772 -3.903 -1.527
H 1.179 -3.560 -2.488
H 1.208 -3.350 -0.741
H 3.225 -2.127 -1.564
```

The energy above the lowest of the compared OMol25 structures with the same formula, charge and spin comes out at 506.9 kJ/mol. The value obtained for the HOMO energy is -8.6 eV.

=====

DFT (the ωB97M-V functional and the def2-TZVPD basis) results for C6H8N2O2 in the gas phase in a non-equilibrium geometry.

```
18
Properties=species:S:1:pos:R:3
C 2.948 0.112 -0.271
C 2.399 -0.824 0.370
C -2.625 -0.570 0.078
C -2.476 0.866 -0.008
C -1.332 1.605 0.038
C -0.082 -0.547 -0.050
H 3.164 1.067 0.330
H 3.061 0.132 -1.318
H 1.922 -0.543 1.353
H 2.209 -1.659 -0.098
H -1.186 -2.188 -0.242
H -3.473 1.326 -0.183
H -1.080 2.697 0.215
H 0.730 1.263 0.129
N -1.332 -1.166 0.127
N -0.104 0.886 -0.129
O -3.635 -1.261 -0.136
O 0.892 -1.195 -0.205
```

The energy above the lowest of the compared OMol25 structures with the same formula, charge and spin comes out at 630.3 kJ/mol. The value obtained for the HOMO energy is -7.5 eV.

=====

DFT (the ωB97M-V functional and the def2-TZVPD basis) results for a molecular structure, C37H40FeN2O9P4STe in a non-equilibrium geometry.

```
95
Properties=species:S:1:pos:R:3
Fe -0.239 0.355 0.137
O 1.543 0.228 1.281
C 2.769 0.111 0.605
C 2.541 0.663 -0.769
C 3.607 0.859 -1.636
C 3.367 1.346 -2.905
C 2.059 1.621 -3.274
C 1.058 1.389 -2.353
N 1.282 0.926 -1.120
H 1.529 -0.176 2.153
H 3.092 -0.933 0.522
H 3.554 0.682 1.111
H 4.611 0.628 -1.306
H 4.184 1.508 -3.595
H 1.812 2.011 -4.251
H 0.023 1.572 -2.591
O -2.110 -1.044 -0.573
P -2.517 -2.246 -1.391
C -1.026 -3.027 -2.051
P 0.337 -2.951 -0.856
O 0.656 -1.519 -0.519
C -0.173 -3.962 0.522
C -0.219 -3.380 1.782
C -0.670 -4.120 2.869
C -1.061 -5.435 2.694
C -1.013 -6.024 1.433
C -0.572 -5.291 0.348
C 1.726 -3.731 -1.671
C 2.196 -3.140 -2.848
C 3.295 -3.669 -3.501
C 3.936 -4.787 -2.980
C 3.485 -5.368 -1.807
C 2.381 -4.841 -1.149
C -3.505 -1.758 -2.805
C -4.784 -2.237 -3.065
C -5.498 -1.749 -4.152
C -4.943 -0.781 -4.973
C -3.671 -0.286 -4.711
C -2.954 -0.775 -3.635
C -3.388 -3.496 -0.461
C -3.806 -4.678 -1.079
C -4.493 -5.633 -0.351
C -4.765 -5.413 0.995
C -4.340 -4.250 1.615
C -3.650 -3.289 0.889
H -0.712 -2.461 -2.934
H -1.230 -4.057 -2.350
H 0.053 -2.344 1.907
H -0.731 -3.655 3.843
H -1.414 -6.010 3.540
H -1.322 -7.052 1.302
H -0.541 -5.755 -0.631
H 1.714 -2.255 -3.247
H 3.654 -3.214 -4.413
H 4.796 -5.200 -3.490
H 3.991 -6.232 -1.400
H 2.040 -5.293 -0.228
H -5.237 -2.973 -2.416
H -6.495 -2.119 -4.348
H -5.504 -0.405 -5.817
H -3.245 0.487 -5.336
H -1.965 -0.379 -3.431
H -3.600 -4.856 -2.128
H -4.820 -6.545 -0.831
H -5.308 -6.158 1.561
H -4.537 -4.080 2.664
H -3.298 -2.398 1.395
N -3.279 2.278 3.540
C -1.886 1.752 3.236
C -1.053 1.658 4.506
P -2.158 0.072 2.547
O -3.162 0.495 1.369
O -2.837 -0.745 3.577
O -0.846 -0.367 1.936
P -1.234 2.884 1.928
O -0.424 3.934 2.840
O -2.457 3.500 1.341
O -0.242 2.153 1.063
H -3.939 1.503 3.662
H -3.521 2.859 2.709
H -3.280 2.856 4.381
H -1.476 0.925 5.193
H -0.969 2.631 4.992
H -0.047 1.338 4.242
H -3.194 -0.167 0.655
H 0.108 4.548 2.326
Te -2.527 1.940 -1.328
C -2.518 3.182 -2.977
C -3.629 3.887 -3.381
C -3.403 4.685 -4.532
C -2.124 4.577 -4.992
S -1.199 3.523 -4.022
H -4.575 3.825 -2.865
H -4.152 5.310 -4.992
H -1.686 5.067 -5.845
```

The charge is +1. The energy above the lowest of the compared OMol25 structures with the same formula, charge and spin comes out at 82.6 kJ/mol. Its spin multiplicity is 2. The value obtained for the HOMO energy (spin up / spin down) is -9.6 / -9.8 eV. As for the expectation value of S²: 0.763.